# 1
# C2H8O

A cluster of 2 separate species, C2H8O in total at a distorted geometry (ωB97M-V/def2-TZVPD, the Open Molecules 2025 dataset).

For the total energy, the calculation gives -4250.016 eV. As for the HOMO energy: -10.468 eV. The value obtained for the maximum force is 0.0650 hartree/bohr. Its lowest unoccupied orbital energy is 1.029 eV. Its relative energy (zero: lowest compared OMol25 entry of this formula, charge and spin) is 104.7 kJ/mol. The structure (SMILES) is CO.C.

XYZ file:
```
11
Properties=species:S:1:pos:R:3:forces:R:3:lowdin_charge:R:1
C 4.339 1.264 -0.222 3.30 -0.04 0.52 -0.1907
O 3.875 0.825 1.022 -0.53 -0.38 0.79 -0.1317
H 4.115 2.312 -0.311 0.13 0.53 -0.60 0.0652
H 5.523 1.079 -0.333 -2.65 0.56 0.60 0.1284
H 3.911 0.665 -0.965 -0.74 -0.59 -1.61 0.0454
H 2.907 0.830 0.949 0.48 -0.08 0.30 0.0833
C -7.361 -1.928 -0.630 0.17 1.35 0.69 -0.0789
H -6.752 -2.268 -1.490 -1.09 -0.85 0.43 0.0153
H -7.147 -2.422 0.339 0.48 0.14 -0.79 0.0120
H -8.492 -1.926 -0.639 1.40 0.08 -0.91 0.0307
H -6.936 -0.882 -0.606 -0.97 -0.72 0.58 0.0209
```
Positions in Å, forces in eV/Å.

***

# 2
# C11H21EuN3

A structure of composition C11H21EuN3 (ωB97M-V/def2-TZVPD, the Open Molecules 2025 dataset).

Its expectation value of S² is 12.019. For the total energy, the calculation gives -35519.926 eV. As for the HOMO energy (spin up / spin down): -21.139 / -21.096 eV. The value obtained for the maximum force is 0.0120 hartree/bohr. Its lowest unoccupied orbital energy (spin up / spin down) is -13.805 / -11.475 eV. As for the multiplicity: 7. The net charge is +3.

XYZ file:
```
36
Properties=species:S:1:pos:R:3:forces:R:3:lowdin_spin:R:1
Eu 0.085 -0.238 -0.264 0.19 0.58 0.09 6.0865
C -0.622 -2.730 -2.991 -0.02 -0.04 0.06 -0.0017
C -0.666 -2.592 -1.498 -0.05 -0.17 -0.07 -0.0119
C 0.451 -2.932 -0.703 0.07 -0.12 -0.02 -0.0093
C 0.399 -2.867 0.692 0.00 0.09 -0.03 -0.0053
C -0.764 -2.409 1.330 0.01 0.02 0.02 -0.0082
C -1.886 -2.075 0.560 0.07 0.08 -0.03 -0.0063
C -1.829 -2.151 -0.837 -0.11 -0.04 -0.03 -0.0050
H -0.920 -3.754 -3.242 0.00 0.01 -0.02 -0.0010
H 0.381 -2.589 -3.394 0.00 0.00 -0.01 -0.0002
H -1.326 -2.065 -3.491 0.00 -0.01 -0.01 -0.0001
H 1.364 -3.266 -1.189 -0.06 -0.09 0.01 0.0001
H 1.262 -3.155 1.282 -0.02 -0.05 -0.02 0.0001
H -0.808 -2.354 2.412 -0.02 -0.06 -0.01 -0.0002
H -2.798 -1.748 1.048 -0.02 -0.04 -0.01 0.0000
H -2.704 -1.881 -1.422 0.00 -0.09 0.01 0.0003
N 2.427 0.532 0.056 -0.11 -0.12 -0.03 -0.0128
C 2.366 1.845 0.788 0.04 0.00 0.02 -0.0001
C 1.402 1.764 1.959 0.00 0.04 0.06 0.0001
N -0.002 1.379 1.576 -0.01 -0.06 -0.06 -0.0136
C -0.893 2.527 1.183 -0.01 0.04 0.06 0.0001
C -0.816 2.898 -0.288 -0.03 0.02 -0.01 0.0000
N -1.165 1.717 -1.154 0.03 -0.17 0.02 -0.0127
H 2.994 0.657 -0.786 0.04 0.01 0.05 0.0002
H 2.975 -0.123 0.619 0.02 0.04 -0.02 0.0005
H 3.355 2.110 1.166 -0.03 0.01 -0.01 -0.0003
H 2.091 2.617 0.070 -0.01 -0.01 0.03 0.0001
H 1.754 1.013 2.672 0.01 0.02 -0.02 0.0001
H 1.390 2.718 2.491 0.02 -0.01 -0.02 -0.0002
H -0.415 1.003 2.430 0.01 0.03 0.00 0.0001
H -1.916 2.234 1.434 0.02 0.02 -0.02 0.0001
H -0.659 3.401 1.795 0.00 0.00 -0.03 -0.0002
H -1.506 3.721 -0.480 0.03 -0.01 0.01 -0.0003
H 0.174 3.246 -0.581 -0.02 -0.01 0.03 0.0001
H -2.178 1.579 -1.112 0.02 0.05 -0.02 0.0005
H -0.996 1.971 -2.130 -0.05 0.04 0.02 0.0002
```
Positions in Å, forces in eV/Å.

***

Which of these has the lowest total energy?
C11H21EuN3

***

Which value of maximum force does entry 1 give?
0.0650 hartree/bohr